[1]
ORCA calculation (wB97M-V/def2-TZVPD) on the ion BrHNO2S with charge -1.

Computed properties:
LUMO = 3.71 eV
ΔE to the lowest compared entry with this formula, charge and spin = 39.9 kcal per mole
net charge = -1

Last column: natural (NBO) charge in e.
Geometry (Å):
N 0.6289 0.0271 0.7538  -1.09
O -1.7244 0.5751 -0.1718  -1.01
O 0.0091 -0.9473 -1.3166  -0.95
S -0.3595 0.4001 -0.6950  1.55
Br 0.8297 1.5025 1.9217  0.01
H 0.6162 -1.5575 -0.4921  0.49

[2]
ORCA calculation (wB97M-V/def2-TZVPD) on the molecule C6H10O.

Computed properties:
LUMO (alpha / beta) = 0.46 / 0.68 eV
ΔE to the lowest compared entry with this formula, charge and spin = 118.4 kcal per mole

Last column: natural (NBO) charge in e.
Geometry (Å):
C 0.4064 1.8028 -0.3161  -0.36
C 0.1454 0.5834 -1.1575  -0.28
C 0.9556 -0.5878 -0.5375  -0.42
C -0.2190 -0.6869 0.4558  0.15
C -0.4865 -1.6544 1.4865  -0.30
O -0.1029 0.4682 1.3645  -0.68
C -1.1320 -0.1422 -0.6529  -0.40
H 0.8119 0.8667 1.2739  0.49
H 1.4185 2.2139 -0.3506  0.18
H -0.3809 2.5481 -0.2273  0.19
H 0.2353 0.7561 -2.2397  0.22
H 0.9837 -1.4694 -1.1834  0.22
H 1.9604 -0.3770 -0.1520  0.20
H -1.4986 -1.8036 1.8448  0.19
H 0.3380 -2.0526 2.0680  0.18
H -1.9840 0.4670 -0.3367  0.22
H -1.4514 -0.9323 -1.3397  0.21

[3]
ORCA calculation (wB97M-V/def2-TZVPD) on a cluster of 2 separate species, C23H28F2N3O7 in total.

Computed properties:
LUMO = 0.27 eV
net charge = -1

Last column: natural (NBO) charge in e.
Geometry (Å):
C 1.9017 -3.3786 1.4154  -0.42
N 0.8832 -3.3307 0.3643  -0.61
C -0.1896 -2.4051 0.7241  -0.31
C -0.7907 -1.6798 -0.4348  0.32
C -2.0788 -1.9728 -0.8570  -0.02
C -2.9154 -3.0726 -0.2551  -0.57
C -4.0423 -2.5965 0.6221  0.88
O -4.9872 -3.2351 0.9073  -0.51
F -3.8846 -1.3454 1.0528  -0.32
C -2.6217 -1.2254 -1.8868  -0.05
C -3.9984 -1.4772 -2.3792  0.74
O -4.9681 -0.9194 -1.9988  -0.47
O -4.1752 -2.3888 -3.3908  -0.11
F -3.0099 -3.1973 -3.4804  -0.13
C -1.8857 -0.2322 -2.4749  -0.23
C -0.6015 0.0334 -2.0613  0.36
C 0.1902 1.1009 -2.7252  -0.47
C 0.5422 2.2454 -1.7792  -0.41
C -0.5188 2.7483 -0.8093  -0.23
C -1.8341 3.2548 -1.4121  -0.61
C -0.7712 1.7555 0.3104  -0.64
N -0.0677 -0.7105 -1.0513  -0.26
C 1.3348 -0.4483 -0.6198  -0.34
C 2.3828 -0.9206 -1.6582  -0.25
N 3.3855 -1.7821 -1.0286  -0.83
H 2.2668 -2.3907 1.6954  0.22
H 2.7597 -3.9381 1.0686  0.20
H 1.4957 -3.8521 2.3020  0.19
H 1.3399 -2.9584 -0.4560  0.34
H -0.9568 -2.8935 1.3066  0.20
H 0.2124 -1.6209 1.3767  0.29
H -2.3302 -3.8186 0.2622  0.28
H -3.3962 -3.5983 -1.0728  0.25
H -2.3217 0.3422 -3.2718  0.24
H 1.1133 0.7021 -3.1304  0.24
H -0.3500 1.4736 -3.5864  0.22
H 1.4202 2.0010 -1.1961  0.27
H 0.8410 3.1046 -2.3757  0.22
H -0.0532 3.6199 -0.3610  0.23
H -2.6197 3.2335 -0.6673  0.22
H -2.1256 2.7394 -2.3258  0.17
H -1.7051 4.2952 -1.6994  0.21
H -1.1808 2.2332 1.1920  0.24
H -1.4464 0.9552 0.0091  0.15
H 0.1917 1.3459 0.5986  0.27
H 1.5450 -0.9722 0.2951  0.30
H 1.4619 0.5964 -0.3970  0.33
H 2.8970 -0.0268 -1.9860  0.21
H 1.8895 -1.4114 -2.4950  0.17
H 4.3139 -1.4865 -1.2917  0.37
H 3.3025 -2.7352 -1.3570  0.35
C 2.4432 3.5919 2.6995  -0.55
C 2.3853 3.8664 4.0908  0.43
C 1.9506 2.6727 5.0012  0.42
O 1.9447 2.8083 6.2282  -0.64
C 1.5601 1.4560 4.3674  -0.50
C 1.6106 1.2085 2.9968  0.39
C 2.1445 2.3671 2.1183  0.42
O 2.2527 2.1152 0.8932  -0.80
O 1.2616 0.1455 2.4091  -0.81
O 2.6502 4.9513 4.6137  -0.64
H 2.7504 4.3789 2.0145  0.19
H 1.2018 0.6782 5.0365  0.18

Question: Which formula does entry 2 have?
Answer: C6H10O

Repeat the first record exactly.
ORCA calculation (wB97M-V/def2-TZVPD) on the ion BrHNO2S with charge -1.

Computed properties:
LUMO = 3.71 eV
ΔE to the lowest compared entry with this formula, charge and spin = 39.9 kcal per mole
net charge = -1

Last column: natural (NBO) charge in e.
Geometry (Å):
N 0.6289 0.0271 0.7538  -1.09
O -1.7244 0.5751 -0.1718  -1.01
O 0.0091 -0.9473 -1.3166  -0.95
S -0.3595 0.4001 -0.6950  1.55
Br 0.8297 1.5025 1.9217  0.01
H 0.6162 -1.5575 -0.4921  0.49